--- a ---
Below is a cluster of 11 separate species, C66H66O22 in total, with properties calculated with ωB97M-V/def2-TZVPD.

```
154
C66H66O22 (ωB97M-V/def2-TZVPD)
O 0.30695 1.36236 3.52671
C 1.26318 0.64687 4.25068
C 1.05054 -0.69343 4.51113
C 1.88621 -1.47358 5.30632
C 3.04047 -0.92414 5.86793
O 3.78737 -1.66250 6.75732
C 3.38807 0.40694 5.48577
C 2.52666 1.14403 4.61510
H 0.47428 2.31837 3.57644
H 0.27901 -1.23364 3.96810
H 1.59916 -2.47077 5.49657
H 3.19984 -2.27094 7.18544
H 4.29390 0.83148 5.84281
H 2.77987 2.16138 4.35178
O -2.39304 -2.73121 0.06436
C -2.92592 -3.29242 1.20699
C -2.28033 -3.57180 2.41849
C -2.95321 -3.94327 3.56375
C -4.34460 -3.92295 3.58291
O -4.98599 -4.30496 4.73334
C -4.94542 -3.76116 2.33540
C -4.28170 -3.54255 1.15965
H -1.61403 -3.22641 -0.13991
H -1.20713 -3.49532 2.34298
H -2.39697 -4.24791 4.44399
H -5.90507 -4.04380 4.59780
H -6.08659 -3.91591 2.30248
H -4.89079 -3.60523 0.29520
O 1.76156 6.08013 2.71819
C 2.89990 5.27693 2.85418
C 3.75723 5.45162 3.86799
C 4.79439 4.52309 4.02589
C 4.98404 3.52764 3.03933
O 6.03809 2.67598 3.14813
C 4.02109 3.27795 2.06455
C 2.96935 4.15783 1.97786
H 1.76101 6.75629 3.42532
H 3.68210 6.27924 4.58797
H 5.43254 4.53706 4.88053
H 6.48564 2.50469 2.33257
H 3.97588 2.34831 1.49069
H 2.18180 4.07682 1.22213
O 0.09669 3.93811 4.21665
C -1.21769 4.08328 3.79578
C -2.15331 3.78796 4.74559
C -3.47058 3.82644 4.41091
C -3.87635 4.12582 3.13213
O -5.18677 4.20855 2.69506
C -2.90536 4.37991 2.16275
C -1.57499 4.42606 2.53796
H 0.71067 4.55846 3.82242
H -1.91231 3.44037 5.67522
H -4.19730 3.65360 5.18671
H -5.72061 4.46385 3.42040
H -3.21226 4.62712 1.17282
H -0.80004 4.65718 1.86822
O 4.34473 -1.47677 -1.87652
C 4.03192 -1.97645 -0.67445
C 3.40274 -1.17696 0.28873
C 3.14081 -1.65661 1.54737
C 3.50219 -2.92253 1.91812
O 3.42681 -3.49906 3.15832
C 4.25751 -3.69247 0.99953
C 4.50685 -3.29153 -0.30844
H 3.99265 -0.54859 -2.01013
H 3.09156 -0.20966 -0.02099
H 2.53123 -1.02706 2.22173
H 3.48945 -2.82063 3.90318
H 4.62820 -4.63019 1.34468
H 5.01873 -3.84024 -1.12759
O -4.52461 -2.53808 -4.62253
C -4.15400 -1.32319 -4.18212
C -3.54216 -1.11936 -2.94742
C -3.08841 0.10873 -2.57017
C -3.32366 1.21295 -3.39087
O -3.06597 2.47146 -2.93426
C -3.88498 1.03584 -4.67001
C -4.28886 -0.21679 -5.04436
H -4.24726 -3.14996 -3.93634
H -3.41517 -1.88477 -2.21185
H -2.67937 0.29912 -1.61164
H -3.07660 2.36942 -2.00260
H -4.12902 1.93860 -5.25778
H -4.55249 -0.47287 -6.07050
O 0.17118 -5.19907 -6.56204
C 0.20123 -3.81101 -6.40978
C -1.01419 -3.16995 -6.22280
C -1.04174 -1.81659 -6.03173
C 0.12043 -1.09621 -5.90313
O 0.10335 0.27060 -5.60106
C 1.35139 -1.77699 -6.10841
C 1.38374 -3.13387 -6.37557
H 1.04336 -5.56419 -6.30475
H -1.99562 -3.77178 -6.27682
H -1.89619 -1.20843 -5.84897
H -0.83701 0.60375 -5.61736
H 2.27996 -1.20370 -5.99288
H 2.37528 -3.59933 -6.55163
O -3.23111 2.18349 -0.32976
C -4.48986 1.74883 -0.01551
C -5.50458 2.41021 -0.54714
C -6.80652 2.05366 -0.33960
C -7.05036 0.91842 0.49208
O -8.35241 0.82093 1.01227
C -6.00473 0.07347 0.97698
C -4.71562 0.50666 0.65598
H -2.60168 1.68826 0.25772
H -5.22557 3.35152 -1.01725
H -7.58889 2.72594 -0.76516
H -8.94564 1.24274 0.38502
H -6.20827 -0.84729 1.49514
H -3.79915 -0.12498 0.85902
O 0.73940 -3.64302 0.48803
C 0.30665 -4.05137 -0.74534
C 0.60264 -3.48591 -1.96172
C 0.16657 -3.91043 -3.16679
C -0.85478 -4.86416 -3.10430
O -1.25996 -5.50276 -4.25726
C -1.19735 -5.48474 -1.90759
C -0.59762 -5.14281 -0.73779
H 1.01793 -2.66581 0.38212
H 1.31083 -2.72675 -2.00809
H 0.58969 -3.40562 -4.04373
H -0.67232 -5.41301 -4.97629
H -1.94091 -6.30011 -1.95132
H -0.81651 -5.63344 0.22678
O -0.72871 0.20087 1.06821
C 0.01974 0.51158 -0.01470
C 0.61684 1.81202 -0.15164
C 1.08405 2.14365 -1.39401
C 1.08797 1.29799 -2.49949
O 1.51784 1.86246 -3.67983
C 0.67222 -0.02229 -2.33536
C 0.00247 -0.32753 -1.14424
H -0.44567 0.81231 1.82605
H 0.64676 2.43450 0.72352
H 1.39194 3.18035 -1.61075
H 1.29649 1.30492 -4.44761
H 0.57314 -0.65568 -3.18747
H -0.52047 -1.23590 -0.93524
O 6.70401 3.49634 0.35930
C 6.05036 2.90050 -0.70217
C 6.57434 1.65442 -1.12817
C 5.80865 1.00305 -2.10785
C 4.69270 1.59150 -2.68253
O 4.09227 0.97703 -3.71343
C 4.26085 2.81163 -2.24617
C 4.96772 3.51326 -1.27018
H 6.19105 4.29670 0.41949
H 7.58037 1.40066 -0.86597
H 6.29219 0.13351 -2.55438
H 3.16251 1.16913 -3.82680
H 3.37295 3.15864 -2.77325
H 4.53841 4.37908 -0.71346
```

Kohn-Sham gap in eV: 7.914
SMILES: Oc1ccc(O)cc1.Oc1ccc(O)cc1.Oc1ccc(O)cc1.Oc1ccc(O)cc1.Oc1ccc(O)cc1.Oc1ccc(O)cc1.Oc1ccc(O)cc1.Oc1ccc(O)cc1.Oc1ccc(O)cc1.Oc1ccc(O)cc1.Oc1ccc(O)cc1
Spin multiplicity: 1

--- b ---
Below is a cluster of 11 separate species, C66H66O22 in total, with properties calculated with ωB97M-V/def2-TZVPD.

```
154
C66H66O22 (ωB97M-V/def2-TZVPD)
O 19.24925 19.37215 19.19386
C 18.96670 19.27025 17.86056
C 17.77656 18.72966 17.49708
C 17.49782 18.46879 16.15554
C 18.36631 18.87832 15.16998
O 18.10980 18.93645 13.80857
C 19.58072 19.46472 15.53538
C 19.88416 19.59402 16.90679
H 18.39766 19.35764 19.63470
H 16.98466 18.31085 18.15788
H 16.57098 18.03944 15.90088
H 17.22267 18.63115 13.66276
H 20.28454 19.83613 14.85548
H 20.86949 19.91955 17.25766
O 11.47378 14.67732 19.01216
C 12.24842 13.57802 19.49259
C 13.05729 12.83960 18.62582
C 13.73529 11.79279 19.12697
C 13.69193 11.45802 20.46475
O 14.50888 10.42663 20.88152
C 12.89235 12.19523 21.32980
C 12.13931 13.23928 20.85895
H 11.21598 14.51152 18.07524
H 13.17469 13.15548 17.58384
H 14.39029 11.23648 18.45773
H 14.80258 10.73127 21.79143
H 12.89513 11.80730 22.34130
H 11.62116 13.91469 21.57998
O 16.60964 14.98390 19.36463
C 16.49425 15.51405 20.63886
C 17.42428 16.37461 21.23423
C 17.19454 16.73959 22.58942
C 16.12436 16.23348 23.35136
O 15.88037 16.59088 24.57123
C 15.26106 15.30379 22.77610
C 15.37162 15.11542 21.44892
H 17.52461 15.14112 19.12010
H 18.19135 16.83099 20.62360
H 17.86736 17.48645 22.91660
H 16.40500 17.29891 24.93908
H 14.50707 14.77608 23.32251
H 14.61287 14.42276 20.98702
O 7.34347 15.73751 15.11133
C 8.68089 15.43932 15.37121
C 9.56373 16.26587 15.98288
C 10.90280 15.92643 16.10031
C 11.30547 14.72618 15.61523
O 12.58432 14.32280 15.89000
C 10.36074 13.81458 15.03572
C 9.07530 14.20106 14.85702
H 7.09055 16.51151 15.62249
H 9.17839 17.14182 16.47677
H 11.67760 16.53663 16.69029
H 12.70947 13.51286 15.35932
H 10.57568 12.74265 14.83738
H 8.37489 13.56954 14.38331
O 13.22403 8.81779 11.19966
C 14.25851 9.65673 10.95099
C 15.58020 9.44773 11.40254
C 16.47878 10.50849 11.21099
C 16.05979 11.75591 10.68452
O 16.92991 12.85476 10.71911
C 14.72434 11.99546 10.34293
C 13.87292 10.89787 10.39613
H 13.60466 8.06940 11.67521
H 15.79529 8.56786 12.04981
H 17.53580 10.37334 11.44248
H 17.86206 12.63968 10.49763
H 14.28113 12.89967 9.95984
H 12.83071 11.12638 10.09275
O 20.72568 15.55158 19.92360
C 20.75781 15.38510 18.58288
C 19.97770 16.21144 17.77537
C 19.93745 16.04458 16.39148
C 20.75188 15.07372 15.94539
O 20.72063 14.80911 14.56693
C 21.53889 14.22390 16.71229
C 21.59772 14.40917 18.11689
H 19.78844 15.64181 20.24334
H 19.35387 16.94521 18.31510
H 19.47075 16.64964 15.65036
H 20.35087 15.60848 14.16208
H 22.21194 13.47224 16.29934
H 22.15125 13.76748 18.81071
O 15.98791 17.40719 12.91911
C 14.64800 17.45201 13.12351
C 13.91958 16.25605 13.06405
C 12.52118 16.28418 12.91841
C 11.82822 17.48092 12.94817
O 10.47284 17.48118 13.00484
C 12.53678 18.65264 13.13429
C 13.94560 18.73045 13.18030
H 16.30563 16.47254 12.88311
H 14.51057 15.30900 12.96135
H 11.89162 15.39168 12.65962
H 10.14827 16.61048 13.19065
H 11.85241 19.54150 13.25304
H 14.51559 19.66686 13.37689
O 19.70964 16.60911 12.43218
C 19.54805 15.87653 11.30826
C 19.99163 14.53364 11.23683
C 20.01034 13.85467 10.04027
C 19.35202 14.35919 8.89956
O 19.33674 13.65759 7.74020
C 18.91742 15.67307 8.99868
C 18.96693 16.40394 10.17656
H 19.19672 17.44649 12.33757
H 20.53548 14.00365 12.00638
H 20.51379 12.89227 10.14936
H 18.91029 14.18654 7.09337
H 18.69060 16.11837 8.01114
H 18.69258 17.45337 10.15059
O 15.77614 11.23072 23.26966
C 17.01140 11.84104 23.00989
C 17.50165 11.67720 21.71747
C 18.74724 12.16583 21.39400
C 19.45897 12.90698 22.33757
O 20.68464 13.46792 22.13053
C 18.96378 13.05674 23.65266
C 17.73191 12.57577 24.01675
H 15.14756 11.90747 23.42580
H 16.85794 11.15625 21.06373
H 19.18661 11.95926 20.41444
H 20.74573 13.63993 21.16245
H 19.56009 13.77886 24.24468
H 17.39307 12.52797 25.02251
O 12.88258 11.75459 13.71077
C 12.98072 10.87414 14.78244
C 11.72272 10.45756 15.24608
C 11.62535 9.84568 16.48978
C 12.77287 9.52714 17.17932
O 12.63916 8.83362 18.36111
C 13.99488 9.77493 16.54344
C 14.16768 10.51497 15.39154
H 12.93086 11.27804 12.83165
H 10.85148 10.86380 14.75008
H 10.75004 9.62259 17.01917
H 13.40670 8.88337 18.94169
H 14.82935 9.35367 17.11933
H 15.15834 10.73813 15.04093
O 16.81333 14.85642 12.71955
C 16.82537 14.19144 13.93699
C 16.06177 14.70112 14.94562
C 15.99156 14.05319 16.11589
C 16.74062 12.91880 16.32242
O 16.87784 12.30226 17.52405
C 17.64832 12.47924 15.34859
C 17.61992 13.09855 14.08394
H 16.88947 14.19700 12.00467
H 15.52257 15.58167 14.75092
H 15.39840 14.48283 16.94502
H 16.31936 12.68439 18.16825
H 18.32753 11.68678 15.67473
H 18.27400 12.81467 13.31999
```

Kohn-Sham gap in eV: 8.225
SMILES: Oc1ccc(O)cc1.Oc1ccc(O)cc1.Oc1ccc(O)cc1.Oc1ccc(O)cc1.Oc1ccc(O)cc1.Oc1ccc(O)cc1.Oc1ccc(O)cc1.Oc1ccc(O)cc1.Oc1ccc(O)cc1.Oc1ccc(O)cc1.Oc1ccc(O)cc1
Spin multiplicity: 1

Referenced to the most stable arrangement, the calculated values in eV are a 0.000; b 0.169.

--- a ---
Below is a cluster of 2 separate species, FH3N2O2S in total, with properties calculated with ωB97M-V/def2-TZVPD.

```
9
FH3N2O2S (ωB97M-V/def2-TZVPD)
N -1.36395 0.53508 0.23372
N 0.81910 -0.82874 0.44807
O 0.83891 1.65866 0.50628
O 0.25451 0.59894 -1.66187
F 2.16869 -0.76179 0.30442
S 0.20676 0.63153 -0.24080
H -1.47561 0.50259 1.23180
H -1.90373 -0.15548 -0.25705
H 0.45531 -2.18080 -0.56457
```

Kohn-Sham gap (alpha / beta) in eV: 9.103 / 9.098
Spin multiplicity: 1

--- b ---
Below is a cluster of 2 separate species, FH3N2O2S in total, with properties calculated with ωB97M-V/def2-TZVPD.

```
9
FH3N2O2S (ωB97M-V/def2-TZVPD)
N -0.96659 -1.07470 0.34409
N 0.93651 0.19153 -1.03920
O 0.54540 0.43345 1.59571
O -0.99842 1.30652 -0.17851
F 2.18810 -0.37060 -0.85822
S -0.10772 0.33675 0.30617
H -1.26958 -1.17772 1.22402
H -1.46184 -1.20299 -0.49015
H 1.13414 1.55777 -0.90391
```

Kohn-Sham gap in eV: 11.080
Spin multiplicity: 1

Referenced to the most stable arrangement, the calculated values in eV are a 1.188; b 0.000.